[1]
Entry from the OMol25 dataset: an isolated ion of composition NO4P and charge -2 in a non-equilibrium geometry (ωB97M-V/def2-TZVPD).

As for the SMILES: O=NP(=O)([O-])[O-]. The lowest unoccupied orbital energy (spin up / spin down) comes out at 7.7 / 7.7 eV. For the energy above the lowest of the compared OMol25 structures with the same formula, charge and spin, the calculation gives 20.25 kJ/mol. The calculation puts the total energy at -697.04778 Eh.

ORCA input file:
```
! wB97M-V def2-TZVPD RIJCOSX def2/J DEFGRID3
* xyz -2 1
N -1.05 0.00 -0.57
O 0.83 1.49 0.06
O 1.30 -0.76 -1.08
O -2.10 0.10 0.11
O 0.42 -0.75 1.42
P 0.60 -0.08 0.06
*
```



[2]
Entry from the OMol25 dataset: a 7-piece molecular cluster, C10H34N8O7 overall in a non-equilibrium geometry (ωB97M-V/def2-TZVPD).

As for the SMILES: NC(N)=O.NC(N)=O.NC(N)=O.NC(N)=O.CCO.CCO.CCO. The lowest unoccupied orbital energy comes out at -0.3 eV. For the energy above the lowest of the compared OMol25 structures with the same formula, charge and spin, the calculation gives 605.23 kJ/mol. The calculation puts the total energy at -1366.07532 Eh.

ORCA input file:
```
! wB97M-V def2-TZVPD RIJCOSX def2/J DEFGRID3
* xyz 0 1
C -1.04 1.72 1.46
C -0.22 0.41 1.60
O 0.99 0.61 2.18
H -1.10 2.19 2.46
H -1.97 1.47 0.99
H -0.39 2.35 0.83
H -0.15 -0.04 0.56
H -0.69 -0.33 2.21
H 0.94 1.28 2.82
C 0.00 -2.74 4.17
C 0.67 -2.93 2.79
O -0.25 -3.18 1.75
H -0.64 -3.55 4.61
H -0.65 -1.85 4.18
H 0.69 -2.64 5.01
H 1.25 -3.88 2.85
H 1.19 -2.01 2.55
H 0.27 -3.30 0.92
C -1.93 0.81 -3.65
C -2.91 0.30 -2.63
O -2.56 0.76 -1.35
H -2.26 0.49 -4.69
H -0.89 0.39 -3.48
H -2.00 1.91 -3.71
H -2.97 -0.77 -2.71
H -3.84 0.84 -2.88
H -2.52 1.74 -1.33
C 1.15 -1.83 -1.33
O 1.45 -2.84 -0.43
N -0.11 -1.63 -1.69
N 2.02 -1.02 -1.81
H -0.82 -2.26 -1.24
H -0.48 -0.97 -2.36
H 3.00 -1.20 -1.60
H 1.76 -0.21 -2.33
C -3.33 -1.80 0.89
O -3.77 -2.66 1.90
N -2.10 -1.82 0.48
N -4.08 -0.92 0.37
H -1.48 -2.51 0.96
H -1.63 -1.05 0.05
H -5.09 -0.84 0.59
H -3.71 -0.27 -0.34
C 1.21 2.80 -1.84
O 1.37 1.55 -2.40
N 1.68 3.05 -0.60
N 0.72 3.89 -2.44
H 2.28 2.23 -0.30
H 1.52 3.81 0.05
H 0.78 3.85 -3.44
H 0.59 4.80 -2.05
C 4.03 0.77 0.06
O 4.67 0.12 -1.08
N 4.55 1.40 1.07
N 2.74 0.76 0.16
H 5.60 1.71 1.04
H 4.00 1.92 1.78
H 2.33 0.22 -0.62
H 2.14 0.86 1.00
*
```



[3]
Entry from the OMol25 dataset: a 12-piece molecular cluster, C22H46Cl6F3N2O29S6 overall in a non-equilibrium geometry (ωB97M-V/def2-TZVPD).

The lowest unoccupied orbital energy comes out at -4.9 eV. The calculation puts the total energy at -8606.46944 Eh.

ORCA input file:
```
! wB97M-V def2-TZVPD RIJCOSX def2/J DEFGRID3
* xyz 1 1
N -5.49 18.02 20.59
H -4.83 17.50 20.03
H -5.06 18.41 21.42
H -6.32 17.53 20.90
H -5.74 18.83 20.04
N -6.59 22.49 23.45
H -5.77 21.90 23.50
H -6.97 22.31 22.54
H -6.35 23.46 23.32
H -7.26 22.26 24.17
C -5.96 21.97 17.53
O -4.87 20.99 17.29
O -6.33 21.68 18.83
C -5.62 23.49 17.21
F -5.19 23.64 15.96
F -6.56 24.34 17.31
F -4.75 23.98 18.03
C -3.50 21.36 17.62
C -2.51 20.11 17.53
H -2.66 19.48 16.65
H -1.48 20.35 17.80
H -2.94 19.34 18.17
H -3.40 21.65 18.66
H -3.08 22.09 16.93
H -6.75 21.75 16.81
C -6.80 30.26 15.43
Cl -8.47 30.84 15.71
Cl -5.73 31.37 16.30
Cl -6.63 30.23 13.66
H -6.86 29.24 15.81
C -0.95 27.39 19.75
Cl -0.18 26.32 18.60
Cl -1.87 28.70 19.00
Cl 0.22 28.21 20.83
H -1.69 26.82 20.31
C -1.42 11.69 14.59
C -2.10 13.01 14.67
C -3.49 13.14 14.08
O -4.16 13.64 15.18
C -3.35 13.86 16.26
O -3.72 14.37 17.33
O -2.17 13.45 16.00
H -1.99 10.77 14.75
H -0.52 11.63 15.20
H -1.01 11.66 13.58
H -1.48 13.82 14.29
H -3.91 12.21 13.70
H -3.50 13.92 13.31
C 2.90 15.53 19.70
C 1.79 15.48 18.67
O 2.07 14.32 17.96
S 2.61 13.07 18.95
O 3.81 12.43 18.41
O 1.56 12.11 19.43
O 2.99 14.14 20.10
H 2.57 16.16 20.53
H 3.90 15.87 19.43
H 1.84 16.35 18.02
H 0.76 15.35 18.99
C -0.65 28.92 11.76
C -1.29 29.17 13.07
O -2.30 28.24 13.39
S -2.08 26.90 12.47
O -3.32 26.82 11.61
O -1.57 25.65 13.15
O -0.77 27.52 11.69
H 0.40 29.19 11.66
H -1.21 29.28 10.90
H -1.69 30.18 13.01
H -0.58 29.00 13.88
C -12.62 26.18 19.27
C -12.30 24.84 20.03
O -12.05 25.19 21.36
S -11.80 26.83 21.56
O -10.43 27.26 21.21
O -12.37 27.35 22.80
O -12.84 27.18 20.31
H -13.62 26.18 18.83
H -11.79 26.50 18.65
H -11.43 24.39 19.56
H -13.07 24.08 19.91
C -5.50 19.49 11.78
C -5.20 18.42 10.68
O -5.43 19.27 9.54
S -6.90 19.99 9.68
O -8.00 19.03 9.67
O -7.04 21.27 8.98
O -6.44 20.35 11.25
H -4.61 19.97 12.18
H -5.89 19.09 12.72
H -5.88 17.58 10.62
H -4.14 18.20 10.53
C -12.63 18.52 15.40
C -11.21 18.85 14.93
O -11.23 20.08 14.18
S -12.80 20.44 13.83
O -13.00 20.59 12.40
O -13.10 21.55 14.75
O -13.42 19.03 14.40
H -12.77 19.03 16.35
H -12.76 17.44 15.47
H -10.77 18.07 14.32
H -10.53 18.95 15.77
C -9.46 25.35 12.23
C -10.21 25.31 10.85
O -11.18 26.34 10.80
S -11.24 27.20 12.22
O -12.47 27.03 12.95
O -10.87 28.60 11.97
O -10.03 26.43 13.04
H -8.40 25.57 12.12
H -9.51 24.36 12.67
H -10.71 24.37 10.62
H -9.57 25.57 10.01
*
```



[4]
Entry from the OMol25 dataset: C23H36Br2ErIN6O3 as an isolated structure (ωB97M-V/def2-TZVPD).

As for the expectation value of S²: 3.75. The lowest unoccupied orbital energy (spin up / spin down) comes out at -5.6 / -5.6 eV. The calculation puts the total energy at -7912.70634 Eh.

ORCA input file:
```
! wB97M-V def2-TZVPD RIJCOSX def2/J DEFGRID3
* xyz 2 4
Er 0.37 -0.42 0.34
C -3.62 -0.38 -2.51
N -2.49 0.43 -2.98
C -2.49 0.92 -4.36
C -1.47 0.62 -2.17
O -1.43 0.15 -1.01
C -0.32 1.50 -2.67
O 0.79 1.33 -1.80
C 1.50 2.50 -1.47
C 1.25 2.79 0.01
O 0.66 1.90 0.66
N 1.65 3.93 0.54
C 2.43 4.93 -0.16
C 1.34 4.24 1.94
H -4.51 -0.10 -3.06
H -3.42 -1.44 -2.66
H -3.78 -0.19 -1.45
H -3.43 0.65 -4.82
H -2.40 2.01 -4.39
H -1.69 0.47 -4.94
H -0.03 1.22 -3.68
H -0.67 2.53 -2.68
H 2.57 2.31 -1.63
H 1.21 3.35 -2.10
H 2.60 4.66 -1.20
H 1.92 5.89 -0.13
H 3.40 5.05 0.33
H 0.65 3.50 2.34
H 2.26 4.24 2.53
H 0.89 5.23 2.00
Br -4.03 -4.07 4.62
C -2.98 -2.98 3.52
C -3.23 -2.88 2.16
C -2.40 -2.06 1.41
N -1.38 -1.37 1.92
C -1.15 -1.45 3.24
C -1.93 -2.25 4.07
C -0.04 -0.62 3.77
C 0.18 -0.47 5.13
C 1.20 0.36 5.56
Br 1.51 0.59 7.40
C 1.97 1.03 4.63
C 1.69 0.82 3.29
N 0.72 0.01 2.86
H -4.04 -3.42 1.70
H -2.56 -1.96 0.34
H -1.74 -2.33 5.13
H -0.44 -0.97 5.86
H 2.77 1.70 4.93
H 2.28 1.30 2.52
C 5.27 1.65 0.89
C 4.91 0.17 1.02
C 5.12 -0.29 2.47
C 5.77 -0.67 0.08
N 3.47 0.08 0.66
N 2.84 -1.19 0.90
H 6.33 1.80 1.08
H 4.70 2.25 1.60
H 5.06 2.01 -0.12
H 6.12 0.00 2.79
H 5.06 -1.37 2.56
H 4.40 0.17 3.14
H 6.81 -0.65 0.40
H 5.73 -0.28 -0.94
H 5.45 -1.71 0.06
H 3.42 0.21 -0.34
H 2.96 -1.39 1.89
H 3.33 -1.93 0.40
I 1.35 -1.86 -2.29
C 0.26 -2.69 -0.49
H 0.91 -3.53 -0.23
H -0.62 -3.13 -0.97
*
```



[5]
Entry from the OMol25 dataset: C35H51BiNP2 as an isolated structure in a non-equilibrium geometry (ωB97M-V/def2-TZVPD).

The lowest unoccupied orbital energy (spin up / spin down) comes out at -4.1 / -4.2 eV. The calculation puts the total energy at -2315.93706 Eh.

ORCA input file:
```
! wB97M-V def2-TZVPD RIJCOSX def2/J DEFGRID3
* xyz 1 1
Bi -0.12 -0.45 1.33
C -0.67 -3.13 2.23
C 0.64 -3.49 1.81
C 0.85 -1.77 3.34
C -0.57 -2.08 3.21
C 1.57 -2.66 2.48
C -1.96 -3.75 1.80
H -1.90 -4.14 0.78
H -2.78 -3.02 1.83
H -2.26 -4.58 2.46
C -1.71 -1.63 4.06
H -2.64 -2.17 3.83
H -1.93 -0.55 3.97
H -1.49 -1.83 5.12
C 1.50 -0.87 4.33
H 1.29 -1.22 5.35
H 1.16 0.18 4.24
H 2.60 -0.86 4.22
C 3.05 -2.69 2.35
H 3.52 -3.34 3.11
H 3.47 -1.69 2.50
H 3.36 -3.06 1.37
C 0.98 -4.51 0.79
H 1.22 -5.49 1.23
H 1.85 -4.20 0.20
H 0.14 -4.68 0.10
C -1.59 0.35 -5.42
C -1.65 -0.98 -5.43
C -0.86 -1.92 -6.30
C 0.52 -1.41 -6.77
C 1.44 -0.93 -5.68
C 1.50 0.29 -5.13
C 0.71 1.50 -5.54
C -0.65 1.22 -6.21
H -1.44 -2.17 -7.21
H 0.38 -0.64 -7.54
H -0.73 -2.87 -5.76
H -0.49 0.83 -7.22
H -2.34 0.92 -4.85
H -2.45 -1.47 -4.86
H -1.15 2.20 -6.35
H 0.56 2.14 -4.66
H 2.28 0.50 -4.39
H 1.31 2.10 -6.25
H 1.02 -2.25 -7.27
H 2.19 -1.68 -5.38
P -1.17 -0.65 -1.11
C -2.75 0.23 -1.10
C -1.30 -2.14 -2.11
P 1.69 -0.09 -0.66
C 0.27 0.28 -1.85
C 2.62 -1.33 -1.60
C 2.75 1.36 -0.42
H -2.76 1.01 -0.32
H -3.54 -0.50 -0.85
H -2.97 0.69 -2.08
H -1.42 -1.89 -3.18
H -2.19 -2.70 -1.78
H -0.42 -2.78 -1.99
H 3.02 1.82 -1.38
H 3.66 1.02 0.10
H 2.26 2.11 0.23
H 0.06 1.37 -1.91
H 0.51 -0.08 -2.87
H 3.58 -1.51 -1.09
H 2.81 -0.97 -2.63
H 2.07 -2.28 -1.65
C 0.95 5.15 1.06
C 0.09 4.24 0.42
C -0.27 3.06 1.04
C 0.21 2.80 2.36
C 1.30 3.56 2.86
C 1.57 4.79 2.27
N -0.45 1.84 3.12
C -1.26 2.28 4.15
C -1.18 1.61 5.38
C -1.72 2.18 6.52
C -2.43 3.39 6.44
C -2.61 4.00 5.19
C -2.10 3.42 4.04
H 1.09 6.15 0.65
H -0.32 4.47 -0.56
H -1.00 2.36 0.62
H 1.83 3.20 3.75
H 2.27 5.48 2.74
H -0.60 0.68 5.40
H -1.57 1.70 7.48
H -2.82 3.86 7.34
H -3.16 4.94 5.12
H -2.29 3.85 3.05
*
```



[6]
Entry from the OMol25 dataset: C3H3O2S as an isolated structure in a non-equilibrium geometry (ωB97M-V/def2-TZVPD).

As for the expectation value of S²: 2.01. The lowest unoccupied orbital energy (spin up / spin down) comes out at 3.8 / 2.3 eV. For the energy above the lowest of the compared OMol25 structures with the same formula, charge and spin, the calculation gives 0.00 kJ/mol. The calculation puts the total energy at -664.71137 Eh.

ORCA input file:
```
! wB97M-V def2-TZVPD RIJCOSX def2/J DEFGRID3
* xyz -1 3
C 0.24 -0.52 -0.52
C 1.17 -0.03 0.40
C -1.45 0.47 0.11
O -1.98 0.78 -0.90
O -1.46 0.55 1.26
S 2.70 0.62 -0.01
H -0.56 -1.18 -0.28
H 0.48 -0.48 -1.53
H 0.86 -0.21 1.47
*
```